1.
The following is a DFT calculation (wB97M-V/def2-TZVPD) of 12 unconnected molecules or ions with the total composition C24H63B2N13O30S2 in a non-equilibrium geometry.

Atoms and positions in Å:
1 C -2.175 0.412 2.229
2 C -1.398 0.933 3.436
3 C -0.009 0.269 3.569
4 C 1.086 1.238 3.022
5 C 1.582 2.021 4.225
6 C 2.150 0.416 2.243
7 B 2.623 -0.647 3.340
8 N 2.113 -2.029 3.349
9 O 3.434 -0.286 4.407
10 O 1.307 -0.163 1.191
11 S 1.921 -1.240 0.212
12 O 1.738 -2.601 0.566
13 O 1.409 -0.925 -1.072
14 C 3.675 -0.786 0.131
15 S 4.369 -1.375 -1.457
16 C 6.058 -1.826 -1.026
17 O 3.733 -2.567 -1.894
18 O 4.346 -0.286 -2.375
19 C 3.647 0.751 0.170
20 C 3.291 1.295 1.582
21 C 2.780 2.718 1.266
22 B 3.705 3.557 0.311
23 O 3.391 3.646 -0.999
24 O 4.853 4.240 0.730
25 N 4.552 1.235 2.303
26 C 4.925 2.212 3.295
27 C 6.418 2.034 3.590
28 H -2.193 1.118 1.408
29 H -3.202 0.184 2.477
30 H -1.744 -0.507 1.855
31 H -1.330 2.017 3.433
32 H -1.953 0.663 4.329
33 H 0.138 0.097 4.629
34 H -0.062 -0.650 3.007
35 H 0.537 1.872 2.343
36 H 1.863 1.398 5.056
37 H 2.381 2.728 4.046
38 H 0.740 2.603 4.588
39 H 2.792 -2.657 2.922
40 H 2.060 -2.318 4.322
41 H 4.135 -0.948 4.498
42 H 4.236 -1.187 0.966
43 H 6.104 -1.840 0.055
44 H 6.706 -1.098 -1.470
45 H 6.228 -2.823 -1.392
46 H 4.643 1.073 -0.109
47 H 2.911 1.017 -0.571
48 H 2.568 3.311 2.149
49 H 1.833 2.585 0.755
50 H 4.158 3.985 -1.487
51 H 5.584 3.604 0.727
52 H 5.313 0.828 1.790
53 H 4.784 3.253 3.019
54 H 4.431 1.978 4.228
55 H 6.534 1.124 4.175
56 H 6.813 2.853 4.173
57 H 6.984 1.899 2.675
58 C 10.809 -0.111 -0.375
59 N 9.332 -0.230 -0.482
60 O 8.651 0.637 0.025
61 O 8.891 -1.201 -1.071
62 H 11.043 0.793 0.173
63 H 11.162 -0.989 0.153
64 H 11.211 -0.073 -1.384
65 C -3.458 -0.589 -1.874
66 N -3.964 0.587 -1.115
67 O -4.296 0.425 0.039
68 O -4.014 1.650 -1.712
69 H -3.475 -1.454 -1.222
70 H -4.120 -0.724 -2.723
71 H -2.446 -0.364 -2.197
72 C 1.543 -1.107 8.495
73 N 0.642 -1.062 7.311
74 O 0.607 -0.037 6.663
75 O -0.002 -2.065 7.069
76 H 2.045 -0.151 8.580
77 H 0.925 -1.305 9.366
78 H 2.253 -1.912 8.333
79 C -7.218 0.037 -4.578
80 N -6.606 -1.303 -4.789
81 O -5.525 -1.503 -4.265
82 O -7.219 -2.103 -5.463
83 H -6.549 0.620 -3.956
84 H -7.351 0.498 -5.548
85 H -8.174 -0.111 -4.087
86 C -11.278 -0.863 -6.699
87 N -10.372 0.263 -7.047
88 O -9.574 0.630 -6.205
89 O -10.481 0.735 -8.161
90 H -11.062 -1.176 -5.684
91 H -12.299 -0.506 -6.788
92 H -11.079 -1.663 -7.414
93 C 8.120 5.507 0.824
94 N 8.643 4.120 0.713
95 O 9.702 3.864 1.241
96 O 7.959 3.326 0.091
97 H 8.821 6.102 1.397
98 H 8.013 5.897 -0.184
99 H 7.156 5.449 1.321
100 C 8.807 -1.651 3.481
101 N 10.065 -0.856 3.509
102 O 10.267 -0.148 4.470
103 O 10.807 -0.975 2.550
104 H 8.252 -1.446 4.388
105 H 8.250 -1.344 2.600
106 H 9.085 -2.699 3.418
107 C -10.021 -5.154 -8.555
108 N -10.974 -4.071 -8.186
109 O -11.752 -4.270 -7.281
110 O -10.903 -3.035 -8.829
111 H -10.199 -6.001 -7.904
112 H -10.204 -5.408 -9.594
113 H -9.017 -4.761 -8.426
114 C -9.639 -1.763 -11.694
115 N -9.148 -3.084 -12.171
116 O -9.583 -3.508 -13.222
117 O -8.342 -3.658 -11.463
118 H -10.349 -1.375 -12.414
119 H -10.110 -1.927 -10.731
120 H -8.781 -1.105 -11.600
121 C -6.849 3.527 -2.016
122 N -7.999 2.789 -2.612
123 O -8.492 3.227 -3.632
124 O -8.364 1.785 -2.031
125 H -6.638 4.389 -2.637
126 H -7.140 3.825 -1.014
127 H -6.000 2.848 -1.984
128 C -2.893 -3.453 8.387
129 N -3.302 -2.460 9.418
130 O -2.991 -2.681 10.572
131 O -3.918 -1.489 9.030
132 H -2.355 -4.255 8.878
133 H -3.795 -3.823 7.910
134 H -2.259 -2.938 7.672

The highest occupied orbital energy is -9.0 eV. The gap between HOMO and LUMO is 8.5 eV. The total charge is 0. The SMILES is CCC[C@@H](C)[C@@]1(B(N)O)OS(=O)(=O)[C@@H](S(C)(=O)=O)C[C@]1(CB(O)O)NCC.C[N+](=O)[O-].C[N+](=O)[O-].C[N+](=O)[O-].C[N+](=O)[O-].C[N+](=O)[O-].C[N+](=O)[O-].C[N+](=O)[O-].C[N+](=O)[O-].C[N+](=O)[O-].C[N+](=O)[O-].C[N+](=O)[O-]. Its LUMO energy is -0.49 eV.

2.
The following is a DFT calculation (wB97M-V/def2-TZVPD) of 2 unconnected molecules or ions with the total composition H3PS2 in a non-equilibrium geometry.

Atoms and positions in Å:
1 P 1.119 0.627 -0.088
2 S -2.322 -0.598 0.034
3 S -3.999 0.472 -0.079
4 H 0.882 1.333 -1.358
5 H 0.894 -0.393 -1.032
6 H -1.194 0.203 -0.027

The highest occupied orbital energy (spin up / spin down) is -9.0 / -9.4 eV. The gap between HOMO and LUMO (spin up / spin down) is 9.6 / 7.4 eV. The energy above the lowest of the compared OMol25 structures with the same formula, charge and spin comes out at 65.7 kJ/mol. The total charge is 0. The spin multiplicity is 3. The expectation value of S² is 2.008. Its LUMO energy (spin up / spin down) is 0.56 / -1.94 eV.

3.
The following is a DFT calculation (wB97M-V/def2-TZVPD) of 2 unconnected molecules or ions with the total composition C17H20O3S2 in a non-equilibrium geometry.

Atoms and positions in Å:
1 C -2.479 -1.536 -1.917
2 C -2.595 -1.778 -0.442
3 C -1.469 -2.268 0.335
4 C -1.482 -1.909 1.758
5 C -0.085 -1.866 2.353
6 C 0.689 -3.068 1.888
7 O 0.826 -3.088 0.429
8 C -0.213 -2.673 -0.332
9 O -0.044 -2.651 -1.556
10 O -3.656 -1.504 0.156
11 H -1.480 -1.827 -2.245
12 H -3.217 -2.132 -2.455
13 H -2.675 -0.475 -2.108
14 H -1.930 -0.912 1.844
15 H -2.137 -2.608 2.306
16 H 0.385 -0.938 2.013
17 H -0.120 -1.855 3.441
18 H 1.723 -3.069 2.251
19 H 0.187 -4.004 2.175
20 C -1.129 -6.371 3.434
21 C -1.905 -5.364 4.014
22 C -2.795 -4.634 3.232
23 C -2.969 -4.960 1.869
24 C -4.110 -4.423 1.143
25 S -4.426 -5.026 -0.420
26 C -5.480 -3.761 -1.206
27 C -6.686 -3.351 -0.378
28 C -6.224 -2.617 0.869
29 S -5.328 -3.641 2.056
30 C -2.110 -5.901 1.272
31 C -1.229 -6.632 2.064
32 H -0.466 -6.972 4.060
33 H -1.840 -5.155 5.079
34 H -3.383 -3.824 3.675
35 H -4.844 -2.896 -1.439
36 H -5.768 -4.272 -2.137
37 H -7.286 -2.658 -0.979
38 H -7.297 -4.220 -0.118
39 H -5.552 -1.779 0.622
40 H -7.071 -2.259 1.472
41 H -2.161 -6.065 0.193
42 H -0.632 -7.422 1.611

The highest occupied orbital energy is -6.3 eV. The gap between HOMO and LUMO is 3.9 eV. The total charge is 0. Its LUMO energy is -2.39 eV.

4.
The following is a DFT calculation (wB97M-V/def2-TZVPD) of a molecular structure, C35H28FN6NiO3.

Atoms and positions in Å:
1 Ni 0.262 -0.970 1.495
2 O 2.267 -4.310 -0.049
3 C 1.593 -3.437 0.517
4 N 1.646 -2.116 0.455
5 C 2.708 -1.407 -0.114
6 C 3.570 -1.872 -1.102
7 C 4.588 -1.052 -1.589
8 C 4.754 0.228 -1.087
9 C 3.908 0.710 -0.088
10 C 2.886 -0.093 0.414
11 N 1.993 0.250 1.429
12 C 1.786 1.480 1.850
13 O 2.305 2.567 1.530
14 C 0.687 1.523 2.909
15 C 0.436 2.708 3.585
16 C -0.529 2.728 4.576
17 C -1.216 1.557 4.863
18 C -0.920 0.425 4.124
19 N 0.001 0.399 3.165
20 C 0.526 -3.894 1.505
21 C 0.138 -5.228 1.526
22 C -0.835 -5.632 2.417
23 C -1.386 -4.685 3.271
24 C -0.937 -3.383 3.186
25 N 0.002 -2.981 2.330
26 H 3.439 -2.877 -1.476
27 H 5.250 -1.424 -2.363
28 H 5.549 0.862 -1.466
29 H 4.028 1.707 0.307
30 H 1.019 3.576 3.310
31 H -0.743 3.640 5.120
32 H -1.979 1.515 5.628
33 H -1.458 -0.498 4.301
34 H 0.624 -5.902 0.834
35 H -1.170 -6.662 2.447
36 H -2.159 -4.942 3.983
37 H -1.366 -2.618 3.822
38 C 0.872 2.240 -4.421
39 N 0.077 1.322 -3.613
40 N 0.005 1.681 -2.262
41 C 0.131 0.551 -1.459
42 O -0.034 0.556 -0.253
43 C 0.441 -0.530 -2.371
44 C 0.434 -0.023 -3.614
45 C 0.766 -0.690 -4.904
46 C -0.591 2.891 -1.858
47 C -0.151 3.485 -0.678
48 C -0.740 4.667 -0.259
49 C -1.738 5.272 -1.013
50 C -2.155 4.680 -2.198
51 C -1.591 3.484 -2.620
52 H 0.555 3.259 -4.210
53 H 0.687 2.032 -5.473
54 H 1.943 2.150 -4.208
55 H 0.630 -1.545 -2.062
56 H 0.807 -1.767 -4.754
57 H 1.739 -0.363 -5.277
58 H 0.015 -0.466 -5.664
59 H 0.648 3.024 -0.108
60 H -0.401 5.124 0.663
61 H -2.184 6.202 -0.683
62 H -2.936 5.139 -2.792
63 H -1.931 2.996 -3.525
64 F -5.628 -1.646 -0.533
65 C -4.361 -1.505 -0.035
66 C -4.122 -0.561 0.936
67 C -2.819 -0.430 1.429
68 C -1.744 -1.216 0.996
69 C -2.073 -2.156 0.005
70 C -3.355 -2.312 -0.522
71 H -4.935 0.066 1.287
72 H -2.657 0.347 2.172
73 H -1.292 -2.807 -0.388
74 H -3.577 -3.041 -1.294

The highest occupied orbital energy (spin up / spin down) is -4.1 / -4.1 eV. The gap between HOMO and LUMO (spin up / spin down) is 6.7 / 6.7 eV. The energy above the lowest of the compared OMol25 structures with the same formula, charge and spin comes out at 53.7 kJ/mol. The total charge is -1. The spin multiplicity is 3. The expectation value of S² is 2.007. Its LUMO energy (spin up / spin down) is 2.61 / 2.61 eV.

5.
The following is a DFT calculation (wB97M-V/def2-TZVPD) of a molecular structure, C7H3CrNO5 in a non-equilibrium geometry.

Atoms and positions in Å:
1 O -2.445 -2.487 -0.989
2 C -1.922 -1.534 -0.762
3 Cr -0.865 0.782 -0.290
4 O -3.509 2.092 -1.217
5 C -2.535 1.571 -0.877
6 C 0.039 2.343 0.098
7 O 0.588 3.346 0.336
8 C -0.217 0.653 -2.099
9 O 0.191 0.626 -3.183
10 C -1.540 0.524 1.494
11 O -1.931 0.420 2.580
12 C 2.792 -1.660 0.969
13 C 1.562 -0.906 0.543
14 N 0.627 -0.310 0.220
15 H 2.983 -1.406 2.000
16 H 3.601 -1.344 0.327
17 H 2.582 -2.711 0.852

The highest occupied orbital energy (spin up / spin down) is -25.2 / -25.4 eV. The gap between HOMO and LUMO (spin up / spin down) is 9.7 / 8.4 eV. The total charge is +3. The spin multiplicity is 4. The expectation value of S² is 3.784. Its LUMO energy (spin up / spin down) is -15.49 / -16.92 eV.

6.
The following is a DFT calculation (wB97M-V/def2-TZVPD) of a molecular structure, C24H21Cl4N8O2OsS3 in a non-equilibrium geometry.

Atoms and positions in Å:
1 Os 0.841 0.815 -1.022
2 Cl -3.147 6.378 -1.907
3 C -1.864 5.306 -1.559
4 C -0.673 5.827 -0.950
5 Cl -0.555 7.502 -0.642
6 C 0.368 4.990 -0.626
7 Cl 1.820 5.567 0.094
8 C 0.252 3.616 -0.897
9 O 1.153 2.735 -0.584
10 C -0.895 3.100 -1.572
11 O -0.850 1.857 -1.850
12 C -1.973 3.975 -1.875
13 Cl -3.365 3.329 -2.625
14 N 1.993 -3.594 -3.673
15 N 1.452 -2.842 -2.673
16 N 0.813 -3.392 -1.668
17 C 0.377 -2.326 -1.015
18 N 0.757 -1.197 -1.631
19 N 1.457 -1.556 -2.704
20 H 2.156 -4.539 -3.359
21 H 2.761 -3.119 -4.124
22 H -0.208 -2.365 -0.115
23 C 2.038 1.528 4.326
24 N 2.661 1.641 2.982
25 C 2.249 2.901 2.299
26 C 2.368 0.428 2.132
27 C 3.266 0.375 0.928
28 C 4.639 0.248 1.144
29 C 5.530 0.240 0.085
30 C 5.040 0.330 -1.210
31 C 3.673 0.408 -1.429
32 C 2.748 0.447 -0.374
33 H 2.265 2.420 4.905
34 H 2.421 0.646 4.833
35 H 0.962 1.439 4.195
36 H 3.677 1.676 3.084
37 H 1.162 2.918 2.238
38 H 2.659 2.916 1.294
39 H 2.610 3.753 2.870
40 H 1.326 0.482 1.832
41 H 2.520 -0.441 2.773
42 H 5.026 0.141 2.155
43 H 6.593 0.155 0.265
44 H 5.724 0.338 -2.050
45 H 3.316 0.441 -2.456
46 S -4.912 -1.795 -3.029
47 C -3.897 -1.427 -1.792
48 S -2.736 -0.133 -1.965
49 C -2.077 -0.521 -0.410
50 N -2.667 -1.501 0.176
51 N -3.700 -2.001 -0.565
52 C -4.400 -3.112 0.015
53 C -3.764 -3.843 1.016
54 C -4.386 -4.957 1.552
55 C -5.637 -5.351 1.098
56 C -6.277 -4.596 0.131
57 C -5.675 -3.465 -0.404
58 S -0.755 0.236 0.476
59 H -2.794 -3.532 1.371
60 H -3.885 -5.524 2.325
61 H -6.113 -6.233 1.505
62 H -7.261 -4.877 -0.220
63 H -6.204 -2.865 -1.124

The highest occupied orbital energy (spin up / spin down) is -9.9 / -9.9 eV. The gap between HOMO and LUMO (spin up / spin down) is 4.8 / 4.9 eV. The total charge is +1. Its LUMO energy (spin up / spin down) is -5.10 / -4.92 eV.

7.
The following is a DFT calculation (wB97M-V/def2-TZVPD) of 2 unconnected molecules or ions with the total composition C3H10N2O2 in a non-equilibrium geometry.

Atoms and positions in Å:
1 N 1.766 0.911 -1.775
2 C 0.949 0.455 -0.703
3 C -0.480 0.066 -1.142
4 N -1.237 -0.650 -0.152
5 C -2.128 -0.145 0.731
6 O -2.466 -0.657 1.779
7 H 2.750 0.842 -1.693
8 H 1.465 1.629 -2.409
9 H 1.305 -0.482 -0.257
10 H 0.939 1.122 0.169
11 H -0.353 -0.636 -1.974
12 H -0.948 0.961 -1.549
13 H -0.783 -1.491 0.170
14 H -2.369 0.932 0.597
15 O 0.624 -0.901 2.348
16 H -0.224 -0.778 2.795
17 H 1.191 -1.177 3.064

The highest occupied orbital energy is -9.0 eV. The gap between HOMO and LUMO is 9.8 eV. The energy above the lowest of the compared OMol25 structures with the same formula, charge and spin comes out at 124.9 kJ/mol. The total charge is 0. The SMILES is NCCNC=O.O. Its LUMO energy is 0.85 eV.

8.
The following is a DFT calculation (wB97M-V/def2-TZVPD) of a gas-phase ion, C5H7N2O (charge -1) in a non-equilibrium geometry.

Atoms and positions in Å:
1 O -2.006 -2.331 0.488
2 N -1.373 -1.319 -0.145
3 C -0.747 -0.335 0.817
4 C 0.732 -0.639 0.861
5 C 1.545 -0.102 -0.028
6 C 0.935 0.776 -1.115
7 C -0.211 1.473 -0.420
8 N -1.030 0.963 0.434
9 H -2.048 -0.720 -0.575
10 H -1.163 -0.525 1.743
11 H 0.890 -1.277 1.747
12 H 2.638 -0.232 0.174
13 H 1.539 1.562 -1.629
14 H 0.511 0.097 -1.816
15 H -0.213 2.611 -0.539

The highest occupied orbital energy (spin up / spin down) is -1.2 / -1.2 eV. The gap between HOMO and LUMO (spin up / spin down) is 5.0 / 5.0 eV. The energy above the lowest of the compared OMol25 structures with the same formula, charge and spin comes out at 198.4 kJ/mol. The total charge is -1. The SMILES is [O-]N[C@H]1C=CCC=N1. Its LUMO energy (spin up / spin down) is 3.82 / 3.82 eV.

- Look up the total charge of the eighth one.
  -1